This record from the Open Molecules 2025 dataset describes 12 unconnected molecules or ions with the total composition C54H87F27O27. The level of theory is ωB97M-V with the def2-TZVPD basis set.

- LUMO energy: 0.517 eV
- Molecular weight: 1681.21 g/mol
- Structure (SMILES): CCOC(=O)C(F)(F)F.CCOC(=O)C(F)(F)F.CCOC(=O)C(F)(F)F.CCOC(=O)C(F)(F)F.CCOC(=O)C(F)(F)F.CCOC(=O)C(F)(F)F.CCOC(=O)C(F)(F)F.CCOC(=O)C(F)(F)F.CCOC(=O)C(F)(F)F.COCCOCCOC.COCCOCCOC.COCCOCCOC
- HOMO level: -8.95 eV

Element x y z (Å)
1 C 3.872 5.706 21.479
2 O 4.482 5.564 20.217
3 C 3.671 4.900 19.290
4 C 4.084 5.168 17.872
5 O 3.714 6.498 17.531
6 C 3.706 6.863 16.163
7 C 5.121 7.053 15.570
8 O 5.815 5.806 15.352
9 C 7.182 5.780 15.448
10 H 2.934 6.248 21.354
11 H 4.429 6.426 22.078
12 H 3.860 4.787 22.065
13 H 2.617 5.165 19.377
14 H 3.628 3.824 19.459
15 H 3.587 4.445 17.226
16 H 5.144 4.971 17.710
17 H 3.182 7.814 16.068
18 H 3.099 6.115 15.653
19 H 5.710 7.662 16.256
20 H 5.037 7.655 14.665
21 H 7.655 4.829 15.205
22 H 7.385 5.940 16.507
23 H 7.615 6.471 14.725
24 C -11.089 -1.095 21.449
25 O -11.351 0.280 21.602
26 C -11.179 0.753 22.905
27 C -11.468 2.218 22.959
28 O -10.704 2.982 22.030
29 C -10.657 4.352 22.218
30 C -9.509 5.028 21.401
31 O -8.174 4.466 21.521
32 C -7.279 5.074 20.666
33 H -11.963 -1.595 21.866
34 H -10.224 -1.411 22.033
35 H -11.049 -1.555 20.462
36 H -10.192 0.583 23.336
37 H -11.835 0.306 23.652
38 H -11.234 2.551 23.971
39 H -12.541 2.325 22.801
40 H -10.461 4.513 23.278
41 H -11.668 4.753 22.142
42 H -9.506 6.114 21.496
43 H -9.798 4.856 20.364
44 H -6.250 4.772 20.860
45 H -7.245 6.164 20.657
46 H -7.510 4.698 19.670
47 C 0.471 7.935 22.812
48 O -0.602 7.037 22.500
49 C -0.649 6.371 21.254
50 C -1.522 5.056 21.332
51 O -2.839 5.045 21.904
52 C -2.958 5.251 23.296
53 C -4.361 5.150 23.943
54 O -4.767 3.752 24.158
55 C -4.937 2.915 22.992
56 H 1.382 7.787 22.232
57 H 0.807 7.989 23.847
58 H 0.167 8.958 22.593
59 H 0.382 6.117 21.004
60 H -1.053 7.034 20.489
61 H -0.858 4.461 21.958
62 H -1.584 4.712 20.299
63 H -2.714 6.297 23.480
64 H -2.260 4.576 23.791
65 H -5.145 5.678 23.401
66 H -4.341 5.752 24.851
67 H -5.810 3.180 22.396
68 H -4.893 1.846 23.202
69 H -4.063 2.929 22.341
70 C -0.180 6.971 15.933
71 C 0.300 6.459 17.250
72 O 0.544 5.053 17.311
73 C -0.495 4.118 17.466
74 O -1.719 4.351 17.527
75 C 0.054 2.655 17.341
76 F -0.326 1.946 18.388
77 F -0.420 2.103 16.235
78 F 1.402 2.685 17.413
79 H -0.125 8.058 15.989
80 H -1.211 6.692 15.716
81 H 0.451 6.698 15.086
82 H -0.392 6.768 18.034
83 H 1.237 6.956 17.498
84 C 6.605 10.977 17.387
85 C 5.035 10.953 17.297
86 O 4.544 10.259 18.492
87 C 3.245 9.981 18.681
88 O 2.436 10.379 17.885
89 C 2.890 9.194 19.984
90 F 2.339 10.025 20.860
91 F 2.005 8.254 19.653
92 F 3.884 8.603 20.598
93 H 6.868 11.527 18.290
94 H 7.204 11.378 16.569
95 H 6.982 9.966 17.544
96 H 4.769 10.425 16.381
97 H 4.551 11.921 17.166
98 C -8.304 1.364 20.179
99 C -7.642 0.126 19.640
100 O -7.739 -0.963 20.547
101 C -6.882 -1.062 21.593
102 O -5.856 -0.346 21.738
103 C -7.366 -2.121 22.634
104 F -6.316 -2.714 23.190
105 F -7.985 -1.468 23.596
106 F -8.263 -3.005 22.168
107 H -8.117 2.256 19.581
108 H -7.908 1.691 21.141
109 H -9.386 1.258 20.253
110 H -6.587 0.331 19.462
111 H -8.060 -0.077 18.654
112 C 1.808 5.489 30.305
113 C 0.597 5.075 29.451
114 O 0.319 6.000 28.478
115 C -0.794 5.934 27.639
116 O -1.767 5.260 27.850
117 C -0.669 6.769 26.380
118 F -1.712 7.573 26.220
119 F 0.421 7.587 26.413
120 F -0.609 6.014 25.320
121 H 2.756 5.396 29.776
122 H 2.015 4.839 31.155
123 H 1.638 6.522 30.609
124 H -0.316 5.215 30.029
125 H 0.607 4.039 29.112
126 C -1.831 1.190 21.556
127 C -0.527 0.386 21.395
128 O 0.498 1.006 22.164
129 C 1.137 2.179 21.801
130 O 0.979 2.725 20.735
131 C 2.074 2.708 22.877
132 F 1.938 2.066 24.061
133 F 3.332 2.596 22.441
134 F 1.738 4.030 22.993
135 H -1.750 2.191 21.133
136 H -2.138 1.383 22.584
137 H -2.712 0.688 21.154
138 H -0.235 0.429 20.346
139 H -0.592 -0.640 21.756
140 C -7.597 2.204 25.111
141 C -6.557 1.293 25.740
142 O -6.736 1.294 27.105
143 C -5.960 0.514 27.874
144 O -4.992 -0.159 27.503
145 C -6.399 0.574 29.340
146 F -5.581 1.329 30.066
147 F -7.615 1.053 29.435
148 F -6.428 -0.624 29.818
149 H -7.297 2.429 24.088
150 H -7.561 3.107 25.721
151 H -8.645 1.906 25.080
152 H -5.570 1.726 25.581
153 H -6.572 0.290 25.315
154 C -3.841 6.434 18.770
155 C -4.491 7.790 18.721
156 O -4.459 8.377 20.006
157 C -3.386 9.114 20.438
158 O -2.292 9.237 19.851
159 C -3.650 9.723 21.795
160 F -2.682 10.615 22.044
161 F -4.789 10.330 21.720
162 F -3.606 8.715 22.676
163 H -3.862 5.945 17.796
164 H -4.449 5.819 19.432
165 H -2.811 6.483 19.124
166 H -5.558 7.726 18.505
167 H -3.912 8.303 17.953
168 C -0.214 12.279 20.804
169 C 0.230 12.778 22.185
170 O -0.705 12.494 23.172
171 C -0.606 13.162 24.352
172 O 0.373 13.878 24.715
173 C -1.828 12.938 25.274
174 F -2.610 14.032 25.079
175 F -2.517 11.903 24.877
176 F -1.461 12.747 26.518
177 H 0.420 12.567 19.965
178 H -1.144 12.724 20.451
179 H -0.246 11.198 20.662
180 H 0.413 13.851 22.142
181 H 1.121 12.246 22.519
182 C -9.993 5.936 26.962
183 C -8.994 6.606 27.868
184 O -7.784 5.858 28.090
185 C -6.681 5.949 27.334
186 O -6.451 6.778 26.462
187 C -5.511 5.031 27.875
188 F -5.825 4.361 28.980
189 F -4.994 4.187 26.990
190 F -4.567 5.803 28.235
191 H -10.966 6.427 26.937
192 H -10.152 4.881 27.183
193 H -9.763 5.972 25.897
194 H -9.526 6.768 28.806
195 H -8.775 7.610 27.506

This record from the Open Molecules 2025 dataset describes 12 unconnected molecules or ions with the total composition C55H106F21N5O17. The level of theory is ωB97M-V with the def2-TZVPD basis set.

- LUMO energy: 1.404 eV
- Molecular weight: 1508.43 g/mol
- HOMO level: -2.42 eV
- Total charge: -2

Element x y z (Å)
1 C 7.349 -2.829 5.061
2 C 7.013 -1.449 4.427
3 C 5.525 -1.386 3.912
4 C 5.368 -1.817 2.491
5 N 3.931 -2.091 2.147
6 C 3.483 -3.353 2.904
7 C 2.535 -4.054 1.926
8 C 2.479 -3.222 0.640
9 C 3.822 -2.566 0.727
10 C 3.021 -0.983 2.408
11 H 8.419 -3.031 5.207
12 H 6.933 -3.585 4.388
13 H 6.879 -2.852 6.026
14 H 7.704 -1.287 3.591
15 H 7.157 -0.629 5.122
16 H 5.097 -0.387 4.030
17 H 4.957 -2.046 4.541
18 H 5.967 -2.704 2.272
19 H 5.671 -0.968 1.881
20 H 3.140 -3.048 3.886
21 H 4.362 -3.996 2.990
22 H 1.562 -4.036 2.415
23 H 2.872 -5.056 1.731
24 H 1.686 -2.481 0.561
25 H 2.387 -3.976 -0.167
26 H 4.070 -1.771 0.024
27 H 4.625 -3.263 0.549
28 H 2.697 -0.995 3.446
29 H 2.145 -0.987 1.738
30 H 3.538 -0.042 2.139
31 C 4.677 1.115 -2.629
32 C 3.325 1.487 -2.026
33 C 2.161 1.559 -3.027
34 C 2.465 2.579 -4.060
35 N 1.307 2.684 -5.084
36 C 1.179 1.445 -5.810
37 C 2.430 1.244 -6.581
38 C 2.841 2.637 -6.998
39 C 1.903 3.606 -6.153
40 C -0.096 2.914 -4.570
41 H 4.898 0.136 -3.077
42 H 5.379 1.211 -1.806
43 H 5.014 1.883 -3.323
44 H 3.514 2.512 -1.652
45 H 2.993 0.806 -1.270
46 H 1.335 1.855 -2.361
47 H 1.886 0.622 -3.487
48 H 3.362 2.297 -4.629
49 H 2.653 3.507 -3.565
50 H 0.358 1.647 -6.514
51 H 0.952 0.648 -5.089
52 H 2.271 0.571 -7.450
53 H 3.164 0.722 -5.980
54 H 2.546 2.751 -8.045
55 H 3.883 2.901 -6.874
56 H 1.109 4.056 -6.767
57 H 2.325 4.452 -5.614
58 H -0.133 3.620 -3.771
59 H -0.442 2.023 -4.060
60 H -0.711 3.101 -5.484
61 C -4.401 3.180 -2.511
62 C -3.604 2.102 -3.204
63 O -2.661 2.374 -3.906
64 N -3.990 0.764 -3.025
65 H -2.011 -0.059 -3.353
66 H -4.365 0.597 -2.158
67 C -4.954 0.365 -4.101
68 H -5.352 2.911 -2.092
69 H -4.462 4.061 -3.154
70 H -3.782 3.465 -1.639
71 H -4.463 0.327 -5.096
72 H -5.794 1.026 -4.159
73 H -5.328 -0.649 -3.929
74 C -1.519 -1.348 0.916
75 C -0.783 -0.253 0.299
76 O 0.445 -0.059 0.482
77 N -1.543 0.556 -0.484
78 H -2.521 0.295 -0.401
79 H -0.510 2.344 1.661
80 C -1.161 1.884 -1.003
81 H -2.068 -1.969 0.198
82 H -2.256 -0.974 1.612
83 H -0.776 -1.957 1.398
84 H -0.805 2.593 -0.251
85 H -2.069 2.281 -1.475
86 H -0.452 1.775 -1.814
87 C -2.214 6.845 1.783
88 C -2.524 5.469 1.357
89 O -2.175 4.918 0.401
90 N -3.469 4.732 2.241
91 H -3.285 4.780 3.243
92 H -4.402 5.152 2.099
93 C -3.679 3.332 1.685
94 H -1.773 6.902 2.799
95 H -3.097 7.435 1.937
96 H -1.526 7.218 1.028
97 H -2.815 2.765 1.998
98 H -3.891 3.244 0.602
99 H -4.546 2.887 2.224
100 C 1.117 -3.473 5.886
101 O 1.106 -2.069 5.164
102 O 1.331 -4.465 5.152
103 C 2.383 -3.081 6.852
104 F 1.879 -2.457 7.963
105 F 2.921 -4.215 7.406
106 F 3.509 -2.331 6.357
107 C -0.053 -1.976 4.461
108 C -0.417 -0.501 4.141
109 H -0.191 0.013 5.105
110 H 0.146 -0.010 3.350
111 H -1.490 -0.416 3.851
112 H -0.812 -2.556 4.999
113 H 0.070 -2.622 3.555
114 H 0.205 -3.379 6.624
115 C -0.720 -1.468 -3.639
116 O 0.668 -1.590 -3.689
117 O -1.104 -0.226 -3.254
118 C -1.251 -1.658 -5.062
119 F -2.638 -1.538 -4.892
120 F -1.019 -0.764 -6.056
121 F -0.857 -2.855 -5.576
122 C 1.194 -2.568 -2.851
123 C 2.731 -2.409 -2.822
124 H 3.195 -3.324 -2.484
125 H 3.036 -2.193 -3.873
126 H 3.056 -1.535 -2.246
127 H 1.086 -3.602 -3.164
128 H 0.946 -2.468 -1.801
129 H -1.017 -2.393 -3.083
130 C -5.146 0.734 0.793
131 O -4.343 -0.073 1.640
132 O -4.376 1.374 -0.038
133 C -6.175 -0.087 -0.011
134 F -6.751 0.857 -0.871
135 F -5.710 -1.002 -0.870
136 F -7.215 -0.591 0.696
137 C -4.828 -0.563 2.872
138 C -4.842 -2.088 2.940
139 H -5.427 -2.470 2.133
140 H -3.874 -2.552 2.974
141 H -5.385 -2.374 3.819
142 H -5.846 -0.180 3.075
143 H -4.226 -0.137 3.643
144 H -5.903 1.213 1.521
145 C 2.557 -6.164 -1.804
146 O 1.362 -5.314 -1.732
147 O 2.773 -7.000 -0.889
148 C 2.394 -6.746 -3.240
149 F 1.165 -7.348 -3.505
150 F 2.607 -5.818 -4.206
151 F 3.301 -7.735 -3.468
152 C 0.153 -5.991 -1.287
153 C -0.381 -5.639 0.133
154 H 0.363 -5.613 0.927
155 H -0.952 -4.685 0.099
156 H -0.980 -6.460 0.580
157 H 0.166 -7.039 -1.502
158 H -0.580 -5.704 -2.048
159 H 3.368 -5.391 -2.174
160 C -0.009 2.708 3.521
161 O -0.364 3.462 4.593
162 O -0.775 2.995 2.322
163 C 1.416 3.092 3.023
164 F 1.627 1.998 2.271
165 F 1.669 4.238 2.329
166 F 2.275 3.102 4.100
167 C -0.703 4.784 4.242
168 C -0.220 5.890 5.238
169 H 0.856 5.852 5.241
170 H -0.632 6.890 5.089
171 H -0.571 5.551 6.204
172 H -1.789 4.872 4.318
173 H -0.294 4.980 3.272
174 H -0.084 1.626 3.688
175 C 0.741 6.003 -2.904
176 O 1.189 7.378 -2.668
177 O 1.284 5.508 -3.978
178 C 1.279 5.280 -1.672
179 F 0.661 3.986 -1.682
180 F 2.585 5.068 -1.639
181 F 1.007 5.872 -0.426
182 C 0.289 8.345 -2.377
183 C 1.064 9.670 -2.198
184 H 0.336 10.422 -1.877
185 H 1.746 9.596 -1.350
186 H 1.597 10.081 -3.047
187 H -0.209 8.051 -1.493
188 H -0.510 8.424 -3.115
189 H -0.415 6.078 -2.684
190 C -4.972 -6.536 2.675
191 O -5.096 -5.815 1.353
192 O -6.101 -6.608 3.204
193 C -4.280 -7.947 2.216
194 F -4.778 -8.554 1.021
195 F -2.875 -7.809 2.043
196 F -4.361 -8.981 3.150
197 C -3.977 -5.269 0.721
198 C -4.467 -4.116 -0.174
199 H -5.300 -4.483 -0.755
200 H -4.850 -3.187 0.254
201 H -3.685 -3.717 -0.877
202 H -3.585 -6.105 0.137
203 H -3.236 -4.946 1.465
204 H -4.128 -6.021 3.186

Listing frontier orbital gap for the structures above in their given order: 9.4667; 3.8207 eV.
Listing energy above the lowest of the compared OMol25 structures with the same formula, charge and spin for the structures above in their given order: 32.9; 83.9 kcal per mole.